1.
Here is 5 unconnected molecules or ions with the total composition C18H28O18S4 from OMol25. Energies are from ωB97M-V/def2-TZVPD.

Last column: natural (NBO) charge in e.
Geometry (Å):
C  -2.00872  -1.02579  1.62338  -0.65
C  -0.70461  -1.67970  1.23925  -0.01
C  -0.69619  -3.06211  1.04656  -0.20
C  0.44997  -3.74105  0.65505  -0.21
C  1.61003  -3.01739  0.42973  -0.22
C  1.61576  -1.64837  0.62826  -0.19
C  0.47310  -0.95133  1.04077  -0.03
C  0.59215  0.54551  1.20196  -0.45
C  0.03648  1.13885  2.49774  -0.08
O  1.14585  1.61109  3.32308  -0.54
C  1.34573  0.82984  4.40003  0.65
O  2.41693  0.41450  4.69031  -0.54
H  -2.20019  -1.25289  2.67405  0.22
H  -2.01387  0.05110  1.50342  0.20
H  -2.85547  -1.43432  1.08312  0.25
H  -1.62249  -3.59432  1.21605  0.21
H  0.40209  -4.81034  0.52363  0.21
H  2.50507  -3.52800  0.10938  0.21
H  2.52504  -1.08892  0.45146  0.21
H  1.65452  0.77265  1.20413  0.23
H  0.17825  1.05929  0.33624  0.22
H  -0.53901  0.42724  3.07791  0.19
H  -0.59509  1.99027  2.26729  0.20
H  0.48526  0.64700  5.05472  0.10
O  -4.81378  0.34483  2.88655  -0.89
S  -4.60196  1.74451  2.90745  2.55
O  -4.76761  2.54964  1.75506  -0.89
O  -3.14690  2.02004  3.53431  -0.70
C  -3.25372  2.86811  4.68512  -0.10
C  -4.62246  2.55900  5.25590  -0.10
O  -5.45406  2.38777  4.10198  -0.68
H  -3.18072  3.90721  4.35813  0.19
H  -2.44959  2.64847  5.38255  0.21
H  -5.01070  3.36128  5.87652  0.22
H  -4.61989  1.62554  5.82280  0.20
O  3.77704  1.15993  -1.27705  -0.91
S  3.99198  2.56329  -1.23972  2.55
O  3.77938  3.37556  -2.38279  -0.90
O  5.45611  2.83366  -0.66204  -0.69
C  5.38398  3.66629  0.50688  -0.10
C  4.03612  3.34144  1.11792  -0.10
O  3.17026  3.18147  -0.01825  -0.69
H  5.44247  4.70936  0.19087  0.20
H  6.21152  3.43986  1.17286  0.22
H  3.66138  4.13151  1.76135  0.22
H  4.05785  2.40056  1.67144  0.21
O  2.13234  -1.66481  -6.89268  -0.90
S  2.35374  -0.26383  -6.86802  2.55
O  2.12850  0.54066  -8.01233  -0.90
O  3.83130  -0.00078  -6.31067  -0.69
C  3.78539  0.84432  -5.14926  -0.10
C  2.44488  0.54027  -4.52064  -0.10
O  1.55610  0.37534  -5.63727  -0.69
H  3.85002  1.88449  -5.47320  0.20
H  4.61731  0.61682  -4.48918  0.22
H  2.09179  1.33905  -3.87571  0.22
H  2.46946  -0.39619  -3.95993  0.20
O  -4.22709  -2.44458  -0.70639  -0.90
S  -3.91299  -3.75821  -1.13731  2.55
O  -3.97668  -4.86704  -0.25729  -0.90
O  -2.47632  -3.72402  -1.84104  -0.69
C  -2.56572  -4.21192  -3.18601  -0.10
C  -3.97490  -3.86356  -3.61799  -0.10
O  -4.76963  -4.09788  -2.44658  -0.69
H  -2.40437  -5.29160  -3.17444  0.19
H  -1.80777  -3.73685  -3.80261  0.22
H  -4.33026  -4.48210  -4.43684  0.21
H  -4.06238  -2.80971  -3.88996  0.20

structure (SMILES)	Cc1ccccc1CCOC=O.O=S1(=O)OCCO1.O=S1(=O)OCCO1.O=S1(=O)OCCO1.O=S1(=O)OCCO1
HOMO	-0.3238	hartree
2S+1	1
calculated total energy	-99312.1350	eV
HOMO-LUMO gap	9.047	eV

=====

2.
Here is C18H28O4S2 in the gas phase from OMol25. Energies are from ωB97M-V/def2-TZVPD.

Last column: natural (NBO) charge in e.
Geometry (Å):
C  -3.65318  -3.17036  -0.69401  -0.62
C  -4.74882  -2.19452  -0.27673  -0.40
C  -4.83738  -0.96985  -1.18949  -0.41
C  -3.65698  -0.02830  -1.01443  -0.61
H  -2.71794  -0.55450  -1.15724  0.24
H  -3.71249  0.81698  -1.69811  0.25
S  -3.74603  0.70959  0.68940  1.25
O  -3.58482  2.15824  0.51758  -1.00
C  -2.10961  0.08882  1.32323  -0.62
C  -0.92152  0.68052  0.57888  0.04
C  -0.62196  2.10777  0.97757  -0.62
H  -1.55260  2.67565  0.95961  0.28
H  -0.14807  2.18159  1.95210  0.22
S  0.50152  2.89155  -0.30079  1.25
O  0.33542  2.07802  -1.50717  -0.99
C  2.10849  2.33603  0.46523  -0.59
C  3.16733  2.23527  -0.61615  -0.42
C  4.43396  1.54331  -0.11551  -0.39
C  5.47294  1.40985  -1.22132  -0.60
H  6.36524  0.91117  -0.85006  0.21
H  5.07212  0.82772  -2.04783  0.20
H  5.75752  2.38942  -1.59879  0.20
H  4.85556  2.11482  0.71524  0.19
H  4.17633  0.54927  0.25922  0.20
H  3.41249  3.23226  -0.98929  0.20
H  2.74748  1.66388  -1.44796  0.23
H  2.35401  3.08124  1.22024  0.21
H  1.95176  1.36736  0.93127  0.23
H  -1.10524  0.66682  -0.50526  0.25
O  0.25015  -0.11705  0.81511  -0.52
C  0.37613  -1.22010  0.06625  0.79
O  -0.49121  -1.61798  -0.67530  -0.61
C  1.68995  -1.87833  0.24339  -0.11
C  2.07891  -2.83252  -0.69365  -0.17
C  3.31114  -3.44772  -0.58383  -0.22
C  4.15796  -3.11954  0.46317  -0.18
C  3.76962  -2.17929  1.40469  -0.22
C  2.53973  -1.55680  1.29856  -0.19
H  2.22918  -0.83227  2.03604  0.23
H  4.42920  -1.93002  2.22284  0.22
H  5.12197  -3.59884  0.54816  0.22
H  3.61387  -4.18310  -1.31399  0.22
H  1.40365  -3.06930  -1.50172  0.24
H  -2.06539  0.34018  2.38325  0.23
H  -2.13538  -0.99304  1.20861  0.24
H  -5.75928  -0.42498  -0.97097  0.21
H  -4.88347  -1.30002  -2.22998  0.21
H  -4.58369  -1.86434  0.75171  0.19
H  -5.70844  -2.71598  -0.30107  0.21
H  -3.63691  -4.02644  -0.02295  0.21
H  -3.83735  -3.53289  -1.70290  0.20
H  -2.66917  -2.70984  -0.67776  0.22

HOMO	-0.3256	hartree
2S+1	1
calculated total energy	-48980.1467	eV
HOMO-LUMO gap	9.177	eV

=====

3.
Here is a molecular structure, C18H29BN7O5PtS2Te4 from OMol25. Energies are from ωB97M-V/def2-TZVPD.

Last column: natural (NBO) charge in e.
Geometry (Å):
Pt  -0.20946  -1.88277  -1.18061  0.88
B  -3.23779  -2.29785  -3.34116  0.16
N  -3.29538  -1.46282  -2.02875  -0.27
C  -4.44281  -0.88179  -1.65004  0.00
C  -4.26329  -0.29005  -0.41520  -0.33
C  -2.93607  -0.55682  -0.09850  -0.06
N  -2.36555  -1.25698  -1.08495  -0.39
N  -1.83365  -2.80979  -3.78288  -0.27
C  -1.68211  -3.44551  -4.95483  0.00
C  -0.36143  -3.82533  -5.09714  -0.34
C  0.24910  -3.37203  -3.93280  -0.06
N  -0.65138  -2.75664  -3.15983  -0.37
H  -3.94917  -3.26667  -3.19565  -0.04
H  -3.67124  -1.60805  -4.23097  -0.04
H  -5.31561  -0.93866  -2.27820  0.24
H  -4.98494  0.25471  0.16716  0.24
H  -2.38351  -0.28351  0.78201  0.21
H  -2.52488  -3.58788  -5.60991  0.24
H  0.08674  -4.35530  -5.91881  0.24
H  1.27900  -3.45737  -3.62707  0.21
Te  2.52338  -2.00864  -1.26557  0.10
Te  3.03784  -4.27727  0.02627  0.11
Te  0.85144  -5.84966  -0.34354  0.10
Te  -1.22137  -4.20559  -0.07447  0.24
O  0.03515  0.11747  -2.56066  -1.02
S  1.19406  0.45617  -3.47112  1.21
C  1.65857  2.18154  -3.11579  -0.59
C  0.72018  3.04374  -3.94673  -0.41
C  0.69611  2.38296  -5.32163  -0.41
C  0.42245  0.90215  -5.07127  -0.59
H  2.69536  2.28269  -3.44524  0.23
H  1.59174  2.34593  -2.04078  0.26
H  1.05638  4.07922  -3.97961  0.24
H  -0.27868  3.02497  -3.50454  0.22
H  1.66288  2.51334  -5.81225  0.21
H  -0.06445  2.81082  -5.97364  0.24
H  0.81030  0.23726  -5.84067  0.25
H  -0.63613  0.69435  -4.91167  0.26
C  0.48362  3.20597  7.20569  -0.63
C  0.69803  1.70904  7.38619  -0.65
S  1.82709  1.04798  6.16431  2.18
O  1.92732  -0.38094  6.32879  -0.95
O  3.02571  1.83919  6.13285  -0.94
C  0.97584  1.28819  4.58903  -0.68
C  1.93381  0.77942  3.51641  -0.23
N  1.24989  0.56463  2.24220  -0.31
C  0.76562  -0.62120  1.82582  0.43
N  0.11214  -0.48640  0.67290  -0.54
C  0.17777  0.82800  0.32613  -0.02
C  0.87725  1.49261  1.28661  0.13
N  1.21142  2.88052  1.29427  0.53
O  1.70008  3.35509  2.30222  -0.37
O  1.03214  3.47683  0.24928  -0.36
C  0.93359  -1.88781  2.58206  -0.68
H  -0.04506  3.61544  8.06452  0.24
H  -0.10937  3.42665  6.31876  0.21
H  1.44336  3.71401  7.12077  0.24
H  -0.21469  1.11934  7.30089  0.24
H  1.17695  1.47977  8.33875  0.26
H  0.75022  2.34263  4.45101  0.26
H  0.06568  0.68902  4.63849  0.23
H  2.35237  -0.17638  3.82603  0.24
H  2.74763  1.48445  3.38131  0.26
H  -0.28072  1.21054  -0.56985  0.27
H  1.98107  -2.18984  2.62631  0.25
H  0.36768  -2.66951  2.08246  0.25
H  0.57179  -1.78761  3.60680  0.25

HOMO (spin up / spin down)	-0.3722 / -0.3962	hartree
2S+1	5
calculated total energy	-94562.4128	eV
HOMO-LUMO gap (spin up / spin down)	6.320 / 5.102	eV
net charge	+1